1.
Density functional theory data (ωB97M-V with the def2-TZVPD basis set) for a cluster of 2 separate species, C2HCl2NS in total.

Properties
HOMO level (alpha / beta): -0.335 / -0.335 hartree
energy relative to the best compared isomer or geometry (same formula, charge and spin): 66.6 kcal per mole

Atoms and positions in Å:
C  0.0430  0.5910  -1.2661
C  0.7534  0.3117  -0.1054
N  -0.5269  0.8262  -2.2394
S  -1.4329  -1.4492  0.6988
Cl  1.9664  -0.8749  -0.1373
Cl  0.7574  1.4331  1.1736
H  -1.5605  -0.8380  1.8758

These are the Mulliken partial charges, in e, on atoms 1 to 2: number 1, C, carries 0.24; number 2, C, carries 0.22

2.
Density functional theory data (ωB97M-V with the def2-TZVPD basis set) for a cluster of 2 separate species, C6H11FO in total.

Properties
HOMO level: -0.303 hartree
energy relative to the best compared isomer or geometry (same formula, charge and spin): 101.6 kcal per mole

Atoms and positions in Å:
C  0.3635  -1.7672  -1.1110
C  -0.2206  -0.8047  -0.4612
C  0.8652  0.5207  1.9876
C  1.0389  1.9262  -0.1071
C  -2.5403  -0.8867  -1.0387
C  1.2418  0.6114  0.5431
O  -1.4935  -0.2585  -0.3753
F  2.4239  0.0304  0.2058
H  -0.1753  -2.7695  -1.3712
H  1.4621  -1.8060  -1.2141
H  1.4270  1.3216  2.5899
H  1.1711  -0.4735  2.6053
H  -0.2404  0.5776  2.1299
H  1.6818  2.6982  0.5231
H  -0.0139  2.2517  -0.2661
H  1.4907  1.9575  -1.0148
H  -2.4024  -0.7184  -2.0731
H  -3.3850  -0.4009  -0.6875
H  -2.6945  -2.0101  -0.8646

These are the Mulliken partial charges, in e, on atoms 1 to 2: number 1, C, carries -0.67; number 2, C, carries 0.30

3.
Density functional theory data (ωB97M-V with the def2-TZVPD basis set) for an isolated molecule of C5H8N2.

Properties
HOMO level: -0.288 hartree
SMILES: Cc1cc(N)c[nH]1
energy relative to the best compared isomer or geometry (same formula, charge and spin): 7.6 kcal per mole

Atoms and positions in Å:
C  -2.3105  -0.4656  0.4109
C  -0.9181  0.0129  0.1690
C  -0.1193  -0.1593  -0.9304
C  1.2009  0.2330  -0.5798
N  2.3128  -0.0747  -1.4107
C  1.1581  0.7057  0.7106
N  -0.1396  0.5775  1.1485
H  -3.0264  0.3336  0.6296
H  -2.6561  -1.0033  -0.4762
H  -2.3321  -1.1791  1.2442
H  -0.4205  -0.5388  -1.8976
H  2.7242  -0.9395  -1.0854
H  3.0395  0.6216  -1.4281
H  1.9305  1.1153  1.3482
H  -0.4313  0.7177  2.1002

These are the Mulliken partial charges, in e, on atoms 1 to 2: number 1, C, carries -1.14; number 2, C, carries 0.24

4.
Density functional theory data (ωB97M-V with the def2-TZVPD basis set) for a structure of composition C32H60N2OP3Pt.

Properties
spin multiplicity: 3
HOMO level (alpha / beta): -0.295 / -0.353 hartree
net charge: +1
energy relative to the best compared isomer or geometry (same formula, charge and spin): 66.8 kcal per mole

Atoms and positions in Å:
C  -1.9301  1.3935  -1.8593
C  -1.6521  -0.8967  -1.4201
C  -2.9988  1.1586  -2.7172
C  -2.8818  -1.1334  -2.1037
C  -3.5343  -0.1234  -2.7755
H  -3.3990  1.9926  -3.2826
H  -3.2634  -2.1591  -2.1242
H  -4.4461  -0.3159  -3.3329
N  -1.3426  0.4232  -1.1421
P  -0.4296  3.1442  -0.2972
P  0.4228  -2.8730  -0.3302
C  -1.3301  2.7865  -1.8544
H  -0.6313  2.8500  -2.7033
H  -2.1024  3.5416  -2.0582
C  -0.8500  -2.0648  -1.2306
H  -1.4904  -2.9317  -1.4839
C  0.8327  -4.1729  -1.7682
C  -0.2333  -3.8500  1.2505
C  0.9778  4.3283  -0.8666
C  -1.8519  3.9912  0.6514
C  2.3552  -4.0584  -1.8624
H  2.8640  -4.4396  -0.9661
H  2.7293  -4.6163  -2.7346
H  2.6307  -3.0040  -1.9861
C  0.3934  -5.6153  -1.5383
H  0.7634  -6.0504  -0.6035
H  -0.6980  -5.7222  -1.5887
H  0.8016  -6.2237  -2.3623
C  0.1964  -3.7062  -3.0801
H  0.6560  -4.2425  -3.9231
H  -0.8829  -3.8803  -3.1369
H  0.3655  -2.6324  -3.2127
C  0.9193  -4.7153  1.7934
H  1.7449  -4.1022  2.1767
H  0.5361  -5.3153  2.6328
H  1.3341  -5.4071  1.0518
C  -0.6351  -2.8434  2.3347
H  0.1972  -2.1913  2.6302
H  -1.4805  -2.2190  2.0221
H  -0.9467  -3.4095  3.2280
C  -1.4734  -4.6851  0.9359
H  -1.3067  -5.4445  0.1683
H  -1.7623  -5.2173  1.8551
H  -2.3166  -4.0537  0.6307
C  -1.3269  4.3126  2.0584
H  -2.0986  4.8862  2.5922
H  -1.1253  3.4026  2.6367
H  -0.4099  4.9188  2.0355
C  -3.0619  3.0445  0.7465
H  -3.5043  2.8435  -0.2373
H  -2.8236  2.0936  1.2284
H  -3.8274  3.5436  1.3592
C  -2.3698  5.2733  -0.0290
H  -3.3358  5.5261  0.4338
H  -1.7117  6.1340  0.1231
H  -2.5534  5.1520  -1.1032
C  1.3606  4.0901  -2.3387
H  0.5853  4.4447  -3.0325
H  2.2732  4.6673  -2.5593
H  1.5789  3.0349  -2.5482
C  2.2042  4.0338  0.0047
H  2.5951  3.0283  -0.1866
H  3.0010  4.7524  -0.2396
H  1.9813  4.1285  1.0760
C  0.6162  5.8093  -0.7173
H  -0.2153  6.0988  -1.3711
H  0.3953  6.0884  0.3208
H  1.4889  6.4036  -1.0310
Pt  0.2618  0.8083  0.3191
C  -0.8679  0.7826  1.8201
O  -1.5024  0.7089  2.7936
N  1.2178  -0.0623  -1.2481
C  1.2424  -0.9201  -2.1170
C  2.2398  -0.7264  -3.3680
C  2.0125  -1.6429  -4.5548
C  2.0964  0.7078  -3.8608
C  3.6770  -0.8947  -2.8811
H  2.2078  -2.6917  -4.3144
H  1.0037  -1.5183  -4.9681
H  2.7259  -1.3630  -5.3418
H  2.5039  1.4075  -3.1253
H  2.6665  0.8538  -4.7885
H  1.0484  0.9600  -4.0700
H  4.3734  -0.6034  -3.6775
H  3.8622  -0.2496  -2.0131
H  3.9138  -1.9264  -2.6104
C  3.4916  1.4003  1.6342
P  2.0688  0.2456  1.6708
C  2.8993  -1.3425  1.2939
C  1.7439  0.1372  3.4700
H  3.8962  1.4615  0.6169
H  4.2885  1.0437  2.3021
H  3.1809  2.3991  1.9602
H  3.7510  -1.4975  1.9687
H  2.2044  -2.1853  1.4049
H  3.2647  -1.3375  0.2618
H  2.6557  -0.1903  3.9889
H  0.9400  -0.5682  3.7045
H  1.4627  1.1264  3.8507

These are the Mulliken partial charges, in e, on atoms 1 to 2: number 1, C, carries -0.06; number 2, C, carries 0.77

5.
Density functional theory data (ωB97M-V with the def2-TZVPD basis set) for a structure of composition C4H6HoMgO4.

Properties
spin multiplicity: 5
HOMO level (alpha / beta): -0.433 / -0.433 hartree
net charge: +1

Atoms and positions in Å:
O  4.4858  1.1578  1.6190
Mg  3.2975  0.7323  0.2500
O  0.6234  2.0805  -0.2943
C  1.1657  1.0444  0.3818
C  0.3985  -0.0572  0.6118
O  -0.9578  -0.0150  0.2339
C  -1.4623  -1.0167  -0.6595
C  -2.7486  -0.4479  -1.2594
O  -2.5542  0.8364  -1.7589
Ho  -1.3528  1.9800  -0.8757
H  4.2031  1.6110  2.4587
H  0.6877  -0.9432  1.1798
H  -1.6318  -1.9575  -0.1148
H  -0.7120  -1.1891  -1.4501
H  -3.5299  -0.4607  -0.4701
H  -3.0837  -1.1541  -2.0450

These are the Mulliken partial charges, in e, on atoms 1 to 2: number 1, O, carries -0.70; number 2, Mg, carries 0.77

6.
Density functional theory data (ωB97M-V with the def2-TZVPD basis set) for a structure of composition C2H3NOS.

Properties
HOMO level: -0.313 hartree
energy relative to the best compared isomer or geometry (same formula, charge and spin): 88.3 kcal per mole

Atoms and positions in Å:
C  0.2044  -0.2395  1.1446
C  -0.0826  0.0427  -1.2067
H  0.6734  -1.1832  1.9364
H  0.9794  0.9289  1.0518
H  0.3239  0.2440  -2.2785
N  -1.2503  0.6104  -0.9754
O  0.7064  -0.4115  -0.3183
S  -1.5545  0.0081  0.6462

These are the Mulliken partial charges, in e, on atoms 1 to 2: number 1, C, carries -0.28; number 2, C, carries 0.20

One value per record, in order, for electronic energy: -1450.00193, -410.15307, -304.82342, -2583.10008, -1604.83681, -606.04665 Ha.
One value per record, in order, for maximum force: 3.063, 5.115, 0.272, 4.132, 4.635, 5.297 eV/Å.